Density functional theory data (ωB97M-V/def2-TZVPD) for C4H7NO2 in the gas phase at a distorted geometry.

Structure (XYZ):
```
14
Properties=species:S:1:pos:R:3:forces:R:3:mulliken_charge:R:1
C 0.622 -0.354 1.801 -3.5 2.5 0.1 -0.015
C -0.471 0.347 -0.391 0.3 2.3 2.5 0.382
H 0.860 1.945 0.406 -0.4 -0.2 -1.5 0.333
O -0.530 -1.549 -1.905 -2.8 6.1 1.0 -0.517
N 0.119 -0.685 0.503 1.6 3.6 1.1 -0.229
C -0.917 -0.304 -1.670 4.0 -5.2 -1.4 -0.086
H 0.363 2.198 -1.429 -0.2 0.0 0.9 0.362
H -1.350 0.874 0.207 1.5 -0.9 -1.5 0.238
H 1.032 -1.125 2.462 0.2 -0.4 -0.8 0.419
H -1.193 0.355 -2.526 -0.5 -0.5 0.6 0.339
O 0.394 0.768 2.327 1.3 -2.6 -1.8 -0.540
C 0.662 1.504 -0.618 -1.6 -0.5 0.3 -1.240
H -0.397 -1.447 0.241 -0.4 -3.6 0.2 0.190
H 1.570 1.078 -0.994 0.5 -0.7 0.0 0.364
```
Forces are in eV/Å.

Total charge ... 0
ΔE to the lowest compared entry with this formula, charge and spin ... 257.76 kJ/mol
Frontier orbital gap ... 9.8 eV